Molecular formula: C5H11NO
Method: DFT, wB97M-V/def2-TZVPD

Calculated values
Charge = 0
Calculated total energy = -8901.1244 eV
F_max = 0.0053 Eh/bohr
Relative energy (zero: lowest compared OMol25 entry of this formula, charge and spin) = 0.573 eV
HOMO-LUMO gap = 10.183 eV

Geometry as XYZ:
```
18
Properties=species:S:1:pos:R:3:lowdin_charge:R:1
O 0.72074 2.22421 -1.35986 0.017
N 0.79072 0.29872 -0.11189 -0.114
C -1.59264 0.79581 0.53160 -0.049
C 1.31783 1.43012 -0.65941 -0.339
C -0.63659 0.02886 -0.39656 -0.385
C 1.68490 -0.54334 0.66486 -0.057
C -0.97461 -1.45924 -0.42693 -0.066
H -2.56478 0.91919 0.03804 0.083
H -1.77119 0.26790 1.47661 0.075
H -0.78264 0.43866 -1.40082 0.132
H 2.65427 -0.03376 0.70373 0.078
H 2.38506 1.56140 -0.39231 0.129
H -0.99333 -1.89514 0.57903 0.078
H -0.27133 -2.02403 -1.04612 0.078
H -1.21054 1.79649 0.74934 0.077
H 1.35662 -0.68615 1.69978 0.091
H -1.97535 -1.59647 -0.85472 0.084
H 1.86287 -1.52322 0.20565 0.085
```